57
Properties=species:S:1:pos:R:3:mulliken_charge:R:1 method="wB97M-V/def2-TZVPD" charge=-1 orbital_gap_ha=0.238 lumo_ha=0.073 fmax_ev_per_a=2.0 homo_energy_ev=-4.48
In -3.0453 0.4571 3.5639 0.606
C -1.2788 0.3868 4.9907 -1.253
C -0.1525 -0.5613 4.4328 -0.103
S 1.2426 0.2887 3.5816 -0.181
C 0.9340 2.0243 3.3835 0.248
N 0.8814 2.6490 2.2277 -0.066
N 0.6161 3.9615 2.3952 -0.451
C 0.5161 4.1252 3.6965 0.016
O 0.7258 2.9783 4.3458 -0.233
H -2.7540 -0.6973 2.2108 -0.346
H -4.4774 -0.1658 4.4513 -0.373
H -3.2460 2.1189 2.9235 -0.376
H -1.6557 -0.0963 5.9245 0.373
H -0.9302 1.3939 5.2897 0.336
H -0.6520 -1.3145 3.7896 0.147
H 0.2948 -1.0850 5.3076 0.309
H 0.2932 5.0412 4.2461 0.374
C -1.8246 0.2026 -1.6471 -0.278
C -2.1606 1.4945 -2.3341 0.522
O -3.5162 1.6881 -1.9976 -0.368
C -3.6908 1.0786 -0.7766 0.503
O -4.6171 1.2676 -0.0680 -0.462
O -2.6536 0.2438 -0.4950 -0.221
F -2.0581 1.3780 -3.6886 -0.309
H -2.0832 -0.6716 -2.2511 0.141
H -0.7733 0.1387 -1.3678 0.171
H -1.5725 2.3509 -1.9955 0.268
C 1.7331 -1.7399 -4.1504 -0.299
C 2.2558 -1.3417 -2.8008 0.206
O 1.3034 -1.8975 -1.9128 -0.244
C 0.8032 -2.9966 -2.5440 0.639
O 0.1829 -3.8537 -2.0010 -0.596
O 1.1081 -2.9953 -3.8669 -0.366
F 2.2501 -0.0026 -2.6462 -0.122
H 0.9886 -1.0396 -4.5333 0.242
H 2.5237 -1.8511 -4.8899 0.313
H 3.2482 -1.7358 -2.5679 0.155
C 2.0191 4.2787 -2.5942 -0.475
C 1.2547 4.9085 -3.7249 0.323
O 1.4226 3.9752 -4.7779 -0.332
C 1.5725 2.7575 -4.1790 0.656
O 1.4694 1.7161 -4.7380 -0.469
O 1.8453 2.8868 -2.8558 -0.232
F 1.8067 6.0908 -4.0968 -0.301
H 3.0828 4.5240 -2.6221 0.277
H 1.6219 4.5473 -1.6166 0.313
H 0.1898 5.0483 -3.5270 0.259
C 0.8771 -4.8551 0.8107 0.030
C -0.0173 -5.9337 1.3497 0.322
O 0.2626 -5.9137 2.7372 -0.335
C 0.6297 -4.6284 3.0296 0.610
O 0.6773 -4.1819 4.1276 -0.495
O 0.9239 -3.9321 1.8989 -0.251
F 0.3228 -7.1535 0.8531 -0.296
H 1.8864 -5.2166 0.5970 0.249
H 0.4765 -4.3825 -0.0869 -0.093
H -1.0829 -5.7578 1.1893 0.321

***

7
Properties=species:S:1:pos:R:3:mulliken_charge:R:1 method="wB97M-V/def2-TZVPD" charge=0 orbital_gap_ha="0.277 / 0.278" lumo_ha="-0.105 / -0.105" fmax_ev_per_a=4.6 de_lowest_kj_mol=263.4 homo_energy_ev="-10.42 / -10.41"
C -0.8093 -0.3565 -0.3771 0.008
C 0.4748 0.1833 -0.0574 -0.007
O -0.9204 -1.5413 -0.7004 -0.395
F 0.0323 0.1929 2.1302 -0.533
I 2.0943 -1.0559 -0.0785 0.350
I 0.8238 2.2305 -0.3361 0.296
H -1.6956 0.3470 -0.5806 0.282

***

93
Properties=species:S:1:pos:R:3:mulliken_charge:R:1 method="wB97M-V/def2-TZVPD" charge=-1 orbital_gap_ha="0.192 / 0.260" lumo_ha="0.064 / 0.069" fmax_ev_per_a=3.4 de_lowest_kj_mol=0.0 spin_multiplicity=2 homo_energy_ev="-3.50 / -5.20"
Ti -2.0873 -0.5304 -0.9491 0.691
O -1.7851 -1.6975 -4.7290 -0.695
C -1.8734 -1.7156 -3.5373 0.428
O -2.3751 -0.6807 -2.8113 -0.403
C -1.4061 -2.7795 -2.5308 0.320
C -0.9210 -4.0469 -2.8393 -0.539
C -0.5977 -4.9553 -1.7736 -0.362
C -0.6840 -4.5166 -0.4251 -0.569
C -1.2385 -3.2711 -0.2014 0.172
N -1.6721 -2.4742 -1.2439 0.328
C -1.2648 -2.4542 1.0526 0.503
O -0.9620 -2.8292 2.1793 -0.686
O -1.6019 -1.1681 0.7498 -0.393
H -0.7665 -4.3140 -3.8897 0.476
H -0.2398 -5.9859 -1.9310 0.378
H -0.3044 -5.2115 0.3479 0.434
C -5.0190 0.2345 1.6194 -1.116
C -4.5908 0.5636 0.1908 0.525
N -3.7785 -0.1241 -0.4963 -0.419
H -4.6804 1.0328 2.3613 0.269
H -4.5577 -0.7191 1.7562 0.270
H -6.1191 0.2095 1.5844 0.349
C 4.7870 1.3566 -2.4885 -0.813
C 4.6313 0.7977 -3.8871 -0.927
Sb 2.7233 -0.4404 -3.9750 0.413
C 1.6966 0.7961 -5.4616 -0.733
C 2.3071 0.6726 -6.8970 -1.028
C 3.2851 -2.2389 -5.1248 -0.817
C 3.8826 -3.2882 -4.1555 -1.045
H 5.7844 1.6589 -2.1853 0.405
H 4.4532 0.6654 -1.6796 0.204
H 4.1505 2.2877 -2.3691 0.147
H 5.4011 0.0766 -4.1244 0.370
H 4.3946 1.4570 -4.7548 0.439
H 1.6225 1.8483 -5.0614 0.412
H 0.6823 0.3489 -5.6187 0.302
H 3.4039 0.6526 -6.7827 0.237
H 1.9464 1.4796 -7.5352 0.375
H 1.9805 -0.2470 -7.3215 0.316
H 4.0501 -1.8724 -5.8062 0.407
H 2.3911 -2.5981 -5.6834 0.375
H 4.8208 -2.9124 -3.6840 0.290
H 4.2252 -4.2105 -4.7075 0.317
H 3.1879 -3.4966 -3.3362 0.286
B 1.4721 2.6289 -1.1107 0.302
C 0.3563 1.5887 -1.0605 0.386
N -0.5344 0.8197 -1.1342 -0.840
H 1.3282 3.7127 -0.6409 -0.184
H 1.8678 2.6494 -2.2553 -0.198
H 2.4108 2.0854 -0.6131 -0.207
F -6.2735 -0.1938 -6.0168 -0.295
C -6.0812 0.2478 -4.7489 0.195
C -4.8378 0.7363 -4.3439 0.215
F -3.7633 0.6173 -5.1488 -0.232
C -4.7545 1.3111 -3.0791 0.559
F -3.7237 2.1253 -2.8165 -0.437
C -5.8088 1.2764 -2.1485 -0.018
S -5.4763 1.9243 -0.5392 -0.287
C -6.8530 0.4085 -2.4831 0.662
F -7.6344 -0.0923 -1.4898 -0.327
C -7.0601 -0.0443 -3.8061 0.100
F -8.1587 -0.7133 -4.2224 -0.296
C -0.4263 3.3553 4.1404 -1.298
C 0.8143 2.9260 4.9408 0.253
C 0.8134 3.2203 6.4339 -1.407
Sb 0.9270 0.7504 4.5775 0.406
C 3.0742 0.3350 4.3995 0.026
C 3.8681 0.4864 5.6526 -1.199
C 3.5384 1.2091 3.2185 -1.300
C 0.2371 -0.5445 6.3243 0.029
C -0.6002 -1.7518 5.6668 -1.413
C -0.5584 0.2552 7.2663 -1.229
H -0.5334 4.4377 4.1209 0.414
H -1.4408 3.0301 4.5469 0.244
H -0.2998 3.0071 3.1002 0.329
H 1.6734 3.2062 4.3520 0.379
H -0.2328 3.1917 6.8191 0.299
H 1.1601 4.2653 6.5194 0.434
H 1.4773 2.5780 7.0620 0.285
H 2.9535 -0.7285 4.1643 0.451
H 3.8402 1.5278 6.0457 0.216
H 4.9005 0.2056 5.3599 0.416
H 3.4325 -0.1700 6.4504 0.283
H 3.8923 2.1703 3.6140 0.293
H 2.7377 1.4780 2.5383 0.299
H 4.3504 0.7030 2.6695 0.417
H 1.1850 -0.9619 6.6639 0.310
H -1.3530 -1.4229 4.9708 0.322
H -1.1353 -2.1895 6.4814 0.469
H 0.0622 -2.4087 5.0874 0.365
H -1.3732 0.8000 6.8148 0.245
H 0.1658 1.0002 7.6908 0.243
H -0.9079 -0.4089 8.1214 0.433

***

20
Properties=species:S:1:pos:R:3:mulliken_charge:R:1 method="wB97M-V/def2-TZVPD" charge=0 orbital_gap_ha="0.103 / 0.163" lumo_ha="0.008 / -0.143" fmax_ev_per_a=6.8 de_lowest_kj_mol=413.9 spin_multiplicity=3 homo_energy_ev="-2.59 / -8.34"
C -0.2904 -1.2726 -1.8994 -0.060
C 0.0209 0.6158 -0.3961 0.680
C -1.2613 -1.8246 -1.0234 0.127
C -0.1627 -0.1515 0.8935 -1.096
C 0.9092 0.9510 0.7727 0.492
N -1.7870 -1.1338 -1.9128 -0.668
N 2.3030 0.8371 0.7324 -0.415
N 0.5461 2.2118 1.3347 -0.615
O -0.9003 1.5803 -0.8123 -0.530
O 0.5538 -0.1627 -1.4263 -0.401
O -1.4714 -2.6768 -0.0780 -0.405
H 0.2326 -1.7041 -2.7852 0.398
H -0.9550 -0.0333 1.4924 0.325
H 0.0262 -1.2605 0.9803 0.319
H 2.5139 -0.0822 0.3778 0.288
H 2.7006 1.2849 1.4994 0.257
H -1.1790 1.2228 -1.6942 0.400
H -0.4765 2.2603 1.3776 0.313
H 0.9530 2.3474 2.2709 0.292
H -2.2757 -3.0094 0.2961 0.299

***

22
Properties=species:S:1:pos:R:3:mulliken_charge:R:1 method="wB97M-V/def2-TZVPD" charge=0 orbital_gap_ha="0.273 / 0.273" lumo_ha="0.009 / 0.009" fmax_ev_per_a=4.9 de_lowest_kj_mol=595.1 homo_energy_ev="-7.20 / -7.20"
C -3.1870 -0.8407 -0.1414 -0.511
C -2.2705 -1.6129 0.5364 -0.290
C -2.7173 0.3754 -0.7098 -0.310
C -0.9270 -1.3630 0.5066 -0.496
C -1.3767 0.6997 -0.8002 -0.554
C -0.5224 -0.1379 -0.0972 0.778
C 0.8920 0.0421 -0.1278 -0.063
C 2.5341 -1.2141 -0.2081 0.453
C 1.3375 2.4209 0.4934 -0.872
N 2.9877 1.0002 0.0464 -0.887
N 2.5178 -2.4270 -0.2640 -0.499
N 1.6488 1.1068 0.0139 0.582
O 3.4380 -0.2718 -0.1683 -0.142
H -4.2958 -0.9606 -0.1232 0.316
H -2.6147 -2.6144 1.0239 0.239
H -3.4943 1.0180 -1.1776 0.319
H -0.1544 -1.9856 1.0195 0.307
H -0.9956 1.5474 -1.3789 0.425
H 0.2769 2.4315 0.8004 0.408
H 1.6100 3.1779 -0.3199 0.266
H 2.0325 2.6837 1.4481 0.274
H 3.2802 -3.0756 -0.3724 0.257

***

15
Properties=species:S:1:pos:R:3:mulliken_charge:R:1 method="wB97M-V/def2-TZVPD" charge=0 orbital_gap_ha=0.339 lumo_ha=0.019 fmax_ev_per_a=5.8 de_lowest_kj_mol=324.3 homo_energy_ev=-8.72 smiles=N#Cc1cocc1N.O
N 2.3916 0.2327 -0.9985 -0.620
C 1.3754 0.2693 -0.3587 0.078
C -0.0329 0.5187 -0.2513 0.473
C -0.6519 1.7365 -0.1125 -0.524
O -1.9704 1.5790 -0.0786 -0.330
C -2.2537 0.2482 -0.2315 -0.516
C -1.0943 -0.4670 -0.3276 0.650
N -0.9229 -1.8259 -0.5085 -0.521
H -0.2666 2.7385 0.0530 0.439
H -3.2984 -0.0234 -0.3403 0.384
H -0.0717 -2.2033 -0.1086 0.250
H -1.7326 -2.3960 -0.2994 0.242
O 2.7599 -0.4367 1.3400 -0.769
H 2.4467 0.2709 1.9124 0.310
H 3.3219 -0.2414 0.3101 0.454

***

Number 1: E_tot -2697.05410 Ha. Number 2: E_tot -847.15817 Ha. Number 3: E_tot -3925.78579 Ha. Number 4: E_tot -585.54081 Ha. Number 5: E_tot -587.63570 Ha. Number 6: E_tot -454.01069 Ha.